Entry 1:
DFT (ωB97M-V/def2-TZVPD) results for a cluster of 2 separate species, C59H77N4O2 in total at a distorted geometry.

Calculated values
Charge: +1
Energy relative to the best compared isomer or geometry (same formula, charge and spin) (kcal per mole): 0.0
Orbital gap (eV): 3.012
LUMO energy (eV): -5.121
Electronic energy (a.u.): -2663.5618
Highest occupied orbital energy (eV): -8.13
Spin multiplicity: 1

```
142
Properties=species:S:1:pos:R:3:forces:R:3:lowdin_charge:R:1
C 8.2685 7.2122 4.1563 0.2524 0.1862 -0.0754 -0.1784
C 7.1313 6.2046 4.2543 0.4012 -0.1380 0.0690 -0.1299
N 6.4585 6.0753 2.9605 -1.1935 -0.6670 -0.2522 -0.0916
C 5.2550 5.3387 2.9988 0.6754 0.3448 -0.2203 -0.1877
C 5.1659 4.0466 2.4330 -0.3523 -0.1455 -0.0779 0.0194
C 3.9603 3.3680 2.4566 0.2111 0.2103 -0.2744 0.0199
C 2.7597 4.0097 2.8707 0.1438 -0.0587 0.0649 -0.2002
C 1.5292 3.3364 2.6861 0.2913 0.9305 0.5096 0.1146
C 0.2631 3.9821 2.7312 -0.6669 0.2969 -0.0970 -0.2009
C 0.0802 5.3272 2.2831 0.0426 -0.1522 0.0768 -0.0018
C -1.1732 5.9129 2.2675 0.0148 -0.0727 0.0237 0.0189
C -2.2809 5.2210 2.7980 -0.2600 0.1192 0.3735 -0.1985
N -3.5669 5.8091 2.8572 0.6606 -0.7095 -0.3228 -0.1062
C -3.9091 6.3597 4.1716 0.0939 0.3373 -0.0189 -0.1349
C -5.3629 6.8045 4.2000 -0.2294 0.1082 -0.1266 -0.1821
O -5.7103 7.5860 3.0583 0.2512 -0.6372 -0.0451 -0.1296
C -5.4435 6.9139 1.8265 -0.0487 0.3756 0.1085 -0.1782
C -3.9607 6.6077 1.6943 0.2284 0.2354 0.3608 -0.1467
C -2.1056 3.9238 3.3356 0.1492 0.1714 -0.0335 0.0189
C -0.8823 3.2933 3.2326 0.1788 -0.0130 -0.0704 0.0112
C 2.8820 5.3036 3.4813 0.2630 0.2385 -0.0664 0.0058
C 4.1121 5.9247 3.5929 -0.4541 -0.1283 0.1267 0.0200
C 7.3530 5.8123 1.8283 0.1531 -0.2932 0.3614 -0.1456
C 8.3861 6.9269 1.7930 0.3745 -0.0696 0.1678 -0.1768
O 9.1064 6.9907 3.0232 -0.6850 -0.0147 -0.0207 -0.1280
H 7.8435 8.2341 4.1450 0.2830 -0.2509 -0.0678 0.1326
H 8.9485 7.0795 5.0085 -0.3874 0.2683 -0.0882 0.1351
H 7.5559 5.2269 4.5664 -0.2711 0.2494 -0.1338 0.1413
H 6.3967 6.5291 4.9996 0.2307 -0.0811 -0.0479 0.1270
H 6.0550 3.5799 2.0051 -0.3453 0.1141 0.2185 0.1203
H 3.8994 2.3448 2.0891 0.0623 0.1873 -0.0006 0.1299
H 1.5629 2.2578 2.5403 -0.0465 0.0759 0.0298 0.1428
H 0.9381 5.9016 1.9311 -0.2931 -0.2695 -0.0958 0.1223
H -1.3062 6.9408 1.9105 0.1384 -0.5384 0.0665 0.1239
H -3.7412 5.5791 4.9238 -0.0229 0.2453 -0.0606 0.1286
H -3.2720 7.2351 4.4147 -0.0419 -0.3019 -0.1257 0.1360
H -6.0071 5.9086 4.2887 0.0229 0.4011 -0.1036 0.1321
H -5.5185 7.4895 5.0439 -0.0527 -0.4620 -0.0688 0.1337
H -6.0153 5.9683 1.7371 0.0759 0.4414 0.1129 0.1352
H -5.7468 7.6370 1.0588 -0.0084 -0.4220 0.0475 0.1333
H -3.3795 7.5471 1.6382 -0.2829 -0.1166 -0.0747 0.1239
H -3.7757 6.0121 0.7903 -0.0222 0.1883 0.1923 0.1392
H -2.9675 3.4370 3.7977 0.3065 0.0507 -0.2617 0.1304
H -0.7541 2.2699 3.5926 -0.1273 0.2576 -0.1365 0.1198
H 1.9905 5.8115 3.8567 0.3783 -0.2760 0.0211 0.1221
H 4.2123 6.9067 4.0755 -0.1147 -0.5058 -0.2896 0.1333
H 7.8581 4.8333 1.9459 -0.0232 0.3160 -0.1258 0.1316
H 6.7698 5.8145 0.8980 0.1078 -0.0443 0.2527 0.1395
H 9.1588 6.7016 1.0473 -0.3690 0.2016 0.0101 0.1350
H 7.8791 7.8841 1.5627 0.2862 -0.2514 0.1311 0.1353
C -1.9183 -0.7529 0.7435 -0.0973 0.0260 -0.5741 -0.0582
C -2.2127 -1.8229 1.7861 0.6175 0.1114 -0.0158 -0.5126
C -2.5385 -1.0525 3.0743 -0.0102 -0.0317 0.2728 -0.0865
C -3.4880 -2.5835 1.4434 -0.0654 -0.4049 -0.0682 -0.0384
C -0.9982 -2.8137 1.9752 -0.2066 0.4420 0.0280 -0.0637
C -0.2902 -2.6742 3.1763 -0.0899 -0.2224 0.2209 -0.0499
C 0.4803 -3.7125 3.6839 -0.0299 -0.0840 -0.2725 -0.0599
C 0.6547 -4.8516 2.9134 0.1632 0.2321 0.3103 -0.0470
C 0.2751 -4.8842 1.5663 0.0834 -0.3328 -0.1361 -0.0561
C 0.8734 -6.1218 0.7985 -0.2355 0.1546 0.2643 -0.5216
C 1.0737 -5.8791 -0.6803 -0.2066 -0.0608 -0.4821 -0.0626
C -0.0298 -7.3443 1.0236 -0.1758 -0.1008 0.0562 -0.0370
C 2.2755 -6.4912 1.3182 0.2520 -0.0271 0.2477 -0.0693
C -0.5999 -3.8601 1.0827 0.0179 -0.1662 -0.0806 -0.0645
N -1.0975 -3.8947 -0.2854 -0.4261 -0.5544 0.6373 0.0027
C -2.0046 -4.9361 -0.7753 -0.0836 -0.0932 1.1348 -0.1137
C -1.9744 -4.7790 -2.2670 0.2876 0.1951 -1.0987 -0.0974
N -1.3196 -3.4810 -2.4861 -0.3934 0.1479 -0.0683 -0.0057
C -1.4059 -2.8685 -3.8037 -0.2287 -0.2511 -0.6393 -0.0682
C -2.6474 -2.2695 -4.2183 -0.1700 -0.2386 0.0939 -0.0807
C -3.9905 -2.1135 -3.4206 0.2358 -0.0523 -0.2828 -0.5206
C -4.7094 -0.8066 -3.8126 -0.1296 0.1960 -0.0809 -0.0654
C -3.8165 -2.0454 -1.9195 -0.1114 -0.2825 0.4802 -0.0541
C -4.9302 -3.2715 -3.7935 -0.0236 -0.1360 -0.0457 -0.0327
C -2.7644 -1.7993 -5.5252 0.2473 0.3686 -0.2603 -0.0482
C -1.6855 -1.7489 -6.3934 0.0114 -0.4268 0.2314 -0.0476
C -0.5271 -2.4126 -6.0345 -0.3501 0.3363 -0.1416 -0.0454
C -0.3687 -3.0072 -4.7816 0.0913 -0.3443 0.0335 -0.0665
C 0.9372 -3.8592 -4.7323 -0.1088 0.2989 -0.0695 -0.5265
C 2.1136 -3.0992 -5.3706 0.1261 0.1540 -0.1666 -0.0499
C 0.7014 -5.1400 -5.5513 -0.1758 -0.0033 0.0110 -0.0332
C 1.3620 -4.2148 -3.3361 0.1363 -0.2853 0.3929 -0.0647
C -0.7228 -3.0562 -1.3117 1.9542 1.5174 0.0548 -0.2601
C 0.2291 -2.0631 -1.1017 -1.2695 -1.3161 -0.1197 -0.0584
C 0.6066 -1.0428 -2.0486 0.3174 0.7257 -0.2608 -0.2352
C -0.3339 -0.3394 -2.8583 0.7901 -0.3359 0.5119 -0.0376
C 0.1253 0.5283 -3.8439 0.4296 0.0098 0.1143 -0.0848
C 1.5002 0.7974 -3.9678 -0.1533 -0.1169 -0.0511 -0.1065
C 2.4198 0.2067 -3.0850 -0.2571 0.1732 -0.1418 -0.1125
C 1.9840 -0.7048 -2.1321 -0.7013 0.0937 -0.1647 -0.0635
H -1.8051 -1.1957 -0.2475 0.0258 0.2837 0.3006 0.0366
H -2.7435 -0.0260 0.7059 0.1749 -0.0937 0.0740 0.0926
H -0.9811 -0.2308 0.9694 -0.1257 -0.0047 -0.0159 0.0908
H -2.7236 -1.7351 3.9116 0.0932 0.1916 -0.0291 0.0938
H -1.7410 -0.3475 3.3386 -0.1258 -0.1161 0.0590 0.0627
H -3.4514 -0.4583 2.9197 0.2201 -0.2007 -0.0603 0.0889
H -3.7736 -3.2268 2.2862 -0.0289 0.1049 -0.1648 0.1002
H -4.3019 -1.8714 1.2486 0.1492 -0.1955 0.0413 0.0935
H -3.3595 -3.2171 0.5665 -0.1059 0.2168 0.1484 0.0389
H -0.3947 -1.7759 3.7886 -0.1874 -0.4402 -0.2222 0.0974
H 0.9236 -3.6424 4.6776 -0.1440 -0.0203 -0.2417 0.1088
H 1.1559 -5.7129 3.3645 -0.0833 0.4718 -0.3060 0.1081
H 1.7260 -5.0181 -0.8614 -0.1799 -0.1013 0.0121 0.0970
H 1.5286 -6.7668 -1.1455 -0.0038 0.2475 0.1697 0.1042
H 0.1272 -5.7269 -1.1903 0.2960 0.0215 -0.0094 0.0430
H 0.0689 -7.7081 2.0534 -0.0712 0.0478 -0.1630 0.0886
H -1.0873 -7.1119 0.8582 0.2070 -0.1564 0.0629 0.0699
H 0.2576 -8.1557 0.3411 -0.0432 0.1233 0.1793 0.0951
H 2.2620 -6.9232 2.3254 0.0554 0.1371 -0.2108 0.0718
H 2.7260 -7.2508 0.6629 -0.2101 0.1958 0.1118 0.0910
H 2.9364 -5.6167 1.3157 -0.0750 -0.1376 0.0417 0.0972
H -1.6790 -5.9188 -0.4320 -0.0917 0.0941 -0.2447 0.0949
H -3.0110 -4.7844 -0.3709 0.0027 -0.0694 -0.0517 0.1114
H -1.3868 -5.5637 -2.7679 -0.1171 0.0104 0.1099 0.1221
H -2.9669 -4.7826 -2.7196 0.1321 -0.0602 0.1691 0.0999
H -5.1397 -0.8468 -4.8208 0.0984 0.1029 0.3035 0.0735
H -5.5453 -0.6208 -3.1247 0.1898 -0.1120 -0.0725 0.0900
H -4.0247 0.0488 -3.7522 -0.1391 -0.1166 -0.0471 0.0937
H -3.2827 -2.9125 -1.5453 -0.0865 0.2356 0.1111 0.0485
H -3.2812 -1.1399 -1.6172 -0.0910 -0.1743 -0.0381 0.0777
H -4.7990 -2.0506 -1.4232 0.1879 0.1706 -0.1855 0.1001
H -4.4686 -4.2514 -3.6308 -0.1926 0.1905 -0.0623 0.0679
H -5.8448 -3.2190 -3.1881 0.1289 -0.0057 -0.1472 0.0929
H -5.2096 -3.2069 -4.8519 0.0470 -0.0727 0.1747 0.0904
H -3.7257 -1.4440 -5.8966 0.4191 0.0407 0.2492 0.1034
H -1.7605 -1.2439 -7.3498 -0.0987 -0.2176 -0.0379 0.1090
H 0.2534 -2.5197 -6.7871 -0.2157 0.1708 0.3579 0.1061
H 2.1658 -2.0724 -4.9892 0.0344 -0.1441 -0.0868 0.0829
H 3.0576 -3.6057 -5.1293 -0.2193 0.0558 -0.0027 0.0907
H 2.0403 -3.0749 -6.4645 0.1266 0.0847 0.2511 0.0742
H -0.1411 -5.7147 -5.1450 0.1534 0.0359 -0.0848 0.0853
H 0.4766 -4.8929 -6.5965 -0.0027 -0.1078 0.1982 0.0853
H 1.5996 -5.7703 -5.5340 -0.1431 0.1031 0.0246 0.0910
H 0.5824 -4.7857 -2.8451 0.1942 -0.0089 -0.0258 0.0437
H 2.2686 -4.8353 -3.3566 -0.1425 0.1420 -0.0414 0.1016
H 1.5577 -3.3162 -2.7433 0.0328 -0.2732 -0.0774 0.0760
H 0.7623 -2.1214 -0.1521 -0.2410 0.1066 -0.1860 0.1161
H -1.4045 -0.4989 -2.6855 0.5429 0.0649 -0.2025 0.0992
H -0.5899 0.9906 -4.5235 0.1840 0.0090 0.1587 0.1026
H 1.8486 1.4640 -4.7638 -0.1098 -0.2267 0.3672 0.0970
H 3.4813 0.4461 -3.1537 -0.2415 -0.0233 -0.0663 0.0971
H 2.6788 -1.1931 -1.4363 -0.2193 0.1724 -0.4092 0.1129
```
Positions in Å, forces in eV/Å.

---

Entry 2:
DFT (ωB97M-V/def2-TZVPD) results for an isolated molecule of C5H10 at a distorted geometry.

Calculated values
Charge: 0
Energy relative to the best compared isomer or geometry (same formula, charge and spin) (kcal per mole): 88.1
Orbital gap (eV): 9.926
LUMO energy (eV): 1.002
Electronic energy (a.u.): -196.3680
SMILES: CC=C(C)C
Highest occupied orbital energy (eV): -8.92
Spin multiplicity: 1

```
15
Properties=species:S:1:pos:R:3:forces:R:3:nbo_charge:R:1
C 1.7866 0.5996 0.7454 -0.0611 1.2030 0.8557 -0.6475
C 0.5264 0.7518 -0.1222 5.0157 -0.3893 3.4453 -0.2128
C -0.5270 0.0891 -0.2025 -1.0378 -8.1113 3.7205 0.0326
C -0.2637 -1.4922 0.1229 -0.0290 0.6841 -4.3295 -0.6452
C -1.8285 0.4011 -0.7056 1.2353 1.3842 -4.1826 -0.6461
H 2.6310 1.0046 0.2261 0.7883 -0.3185 -0.6521 0.2109
H 1.8030 1.3210 1.6156 -0.9366 -0.1040 -0.8884 0.2137
H 2.0731 -0.2576 1.3381 -0.3146 -1.0268 -0.8001 0.2193
H 0.4611 1.6797 -0.3805 -0.2604 5.9871 -1.8297 0.1688
H -0.7683 -1.8777 -0.8814 0.7133 -0.2156 2.3772 0.1901
H 0.7837 -1.9449 0.0780 -1.1200 1.3937 0.0555 0.2157
H -0.7005 -1.8540 0.9962 -1.2554 -0.6370 1.2643 0.2039
H -2.8327 0.3271 -0.2477 1.0197 -0.9237 -0.0212 0.2500
H -1.6327 1.5114 -0.8534 -1.0858 -0.9709 -0.7661 0.2170
H -1.5114 -0.2589 -1.7291 -2.6715 2.0449 1.7513 0.2297
```
Positions in Å, forces in eV/Å.

---

Which of these has the lowest energy relative to the best compared isomer or geometry (same formula, charge and spin)? C59H77N4O2

---

Look up the charge of the first one. +1

---

Among the records above, which one has the lowest LUMO energy? C59H77N4O2